{
  "formula": "C51H88As3Ge2N2O6P2RbS2",
  "method": "ωB97M-V with the def2-TZVPD basis set",
  "e_lumo_ha": 0.13028,
  "total_charge": -2,
  "largest_force_ev_per_a": 2.248,
  "orbital_gap_ha": 0.244,
  "de_lowest_kcal_mol": 39.5,
  "total_energy_ev": -406035.6983,
  "elements": ["Rb", "C", "As", "C", "C", "C", "C", "C", "As", "C", "C", "C", "As", "C", "C", "H", "H", "H", "H", "H", "H", "H", "H", "H", "H", "H", "H", "H", "H", "H", "H", "H", "H", "H", "H", "H", "H", "H", "H", "H", "H", "H", "C", "C", "N", "O", "C", "C", "N", "O", "H", "H", "H", "H", "H", "H", "H", "C", "C", "Ge", "C", "C", "C", "C", "Ge", "C", "C", "C", "C", "C", "C", "C", "C", "C", "C", "H", "H", "H", "H", "H", "H", "H", "H", "H", "H", "H", "H", "H", "H", "H", "H", "H", "H", "H", "H", "H", "H", "H", "H", "H", "H", "S", "P", "S", "C", "C", "C", "C", "C", "C", "C", "C", "C", "C", "C", "C", "H", "H", "H", "H", "H", "H", "H", "H", "H", "H", "C", "C", "C", "C", "O", "P", "O", "O", "O", "C", "C", "C", "C", "H", "H", "H", "H", "H", "H", "H", "H", "H", "H", "H", "H", "H", "H", "H", "H", "H", "H"],
  "xyz": [[0.60195, 1.45776, -0.41081], [2.48220, -3.78949, 2.71278], [3.07338, -3.48250, 0.86943], [4.44020, -4.89470, 0.91852], [4.16555, -1.90801, 1.33136], [5.18030, -1.35134, 0.29547], [5.59127, 0.03948, 0.80233], [4.61785, -1.24897, -1.14831], [3.21077, 0.09547, -1.52813], [4.44127, 1.62516, -1.74171], [3.15299, -0.30425, -3.44744], [6.42419, -2.27895, 0.33198], [7.92735, -2.19545, -0.92207], [7.99036, -0.33026, -1.50838], [7.09642, -2.95104, -2.52500], [3.34018, -3.76617, 3.39177], [1.99403, -4.76273, 2.77315], [1.76236, -3.00712, 2.99271], [5.14938, -4.75398, 1.73910], [4.97992, -4.95377, -0.02769], [3.90860, -5.83549, 1.06105], [4.69410, -2.13828, 2.26498], [3.40308, -1.15212, 1.57025], [4.72551, 0.70434, 0.86721], [6.33206, 0.51026, 0.14727], [6.01782, -0.04164, 1.80884], [4.23632, -2.21100, -1.48493], [5.41483, -0.97588, -1.82596], [5.39394, 1.28741, -2.15996], [4.62138, 2.13650, -0.79569], [3.97632, 2.35307, -2.40739], [4.14877, -0.18639, -3.87841], [2.46493, 0.40664, -3.92185], [2.79079, -1.31940, -3.61132], [6.12494, -3.32411, 0.24738], [6.89311, -2.19326, 1.30853], [8.31314, 0.30364, -0.68250], [7.03773, 0.03997, -1.89336], [8.74126, -0.27931, -2.29621], [6.72088, -3.94820, -2.28453], [7.86173, -3.04597, -3.29477], [6.27191, -2.34322, -2.90081], [0.45240, 0.39788, 4.51694], [0.96928, 0.29912, 3.11034], [2.05062, 0.83016, 2.69712], [2.77450, 1.38602, 3.75083], [0.14139, -0.41422, 2.07134], [-1.31960, -0.67104, 2.31574], [0.74660, -0.74744, 0.98067], [-0.01989, -1.14396, -0.01759], [1.14628, 0.92826, 5.15967], [0.27205, -0.60289, 4.92167], [-0.50940, 0.93309, 4.51161], [3.48101, 1.80764, 3.26678], [-1.92581, 0.24370, 2.30063], [-1.47426, -1.13488, 3.29954], [-1.68217, -1.33913, 1.53855], [-1.47159, 0.03628, -4.65735], [-1.27807, 0.37676, -3.16945], [-2.27805, -0.87260, -2.00812], [-3.38876, 0.14150, -0.81928], [-4.26411, 1.15192, -1.57715], [-3.28444, -2.18011, -3.11322], [-2.66406, -3.36803, -2.96000], [-1.16242, -2.95449, -1.68733], [-1.32134, -4.07168, -0.12775], [-2.78145, -4.14291, 0.36919], [0.50830, -3.12915, -2.65879], [1.03561, -4.56832, -2.83966], [-3.06535, -4.65229, -3.65046], [-3.92566, -4.66869, -4.75527], [-4.28439, -5.85671, -5.38266], [-3.79098, -7.07664, -4.91886], [-2.93400, -7.08615, -3.82496], [-2.57616, -5.88701, -3.20588], [-0.84616, 0.67850, -5.29256], [-2.51307, 0.16795, -4.97287], [-1.21117, -1.00495, -4.87531], [-1.59965, 1.40567, -2.96153], [-0.20714, 0.33364, -2.92160], [-2.74799, 0.65993, -0.09918], [-3.99144, -0.56408, -0.23863], [-3.65713, 1.86227, -2.15623], [-4.86689, 1.74670, -0.88014], [-4.94431, 0.65581, -2.28192], [-4.17324, -2.05970, -3.75776], [-0.66410, -3.62080, 0.62134], [-0.92767, -5.07177, -0.35656], [-3.12596, -3.16155, 0.72256], [-2.90189, -4.84702, 1.20132], [-3.47538, -4.45324, -0.42496], [1.21505, -2.50250, -2.11258], [0.32857, -2.64937, -3.63287], [1.23852, -5.04239, -1.87353], [1.97498, -4.58863, -3.40763], [0.32409, -5.21230, -3.37712], [-4.30832, -3.72342, -5.13434], [-4.94839, -5.83166, -6.24196], [-4.06513, -8.00255, -5.41027], [-2.53666, -8.02457, -3.45297], [-1.90307, -5.89980, -2.35132], [-5.01563, 5.34921, 2.72364], [-3.99128, 3.75229, 3.30431], [-2.74671, 2.81582, 2.07080], [-5.17466, 2.50182, 3.95169], [-5.24731, 1.24245, 3.37173], [-6.18549, 0.30306, 3.81727], [-7.04933, 0.61824, 4.85877], [-6.97990, 1.88038, 5.45373], [-6.05487, 2.81722, 4.99680], [-3.02451, 4.16270, 4.81518], [-2.42145, 5.41826, 4.93317], [-1.59007, 5.70546, 6.01471], [-1.35669, 4.74589, 6.99800], [-1.95648, 3.49600, 6.89148], [-2.78393, 3.20821, 5.80409], [-4.55235, 1.00594, 2.56826], [-6.23330, -0.67632, 3.34868], [-7.77502, -0.11120, 5.20712], [-7.65490, 2.13439, 6.26690], [-6.01752, 3.80726, 5.43899], [-2.62074, 6.16556, 4.17122], [-1.11889, 6.68096, 6.08858], [-0.70797, 4.96925, 7.83802], [-1.77739, 2.74161, 7.65032], [-3.23426, 2.22453, 5.71773], [-1.36809, 3.99412, -1.07279], [-0.95185, 4.87785, -2.24364], [-1.43412, 6.28739, -2.01987], [-1.52774, 4.31948, -3.54938], [0.50496, 5.01492, -2.29394], [1.62675, 3.98066, -2.78115], [2.92412, 4.60558, -2.43020], [1.29889, 2.57711, -2.34235], [1.42278, 3.97435, -4.37997], [2.09063, 4.87114, -5.31476], [3.56866, 4.51085, -5.44027], [1.91631, 6.33567, -4.90388], [1.38546, 4.61013, -6.62548], [-2.45380, 3.96278, -0.96040], [-0.94553, 4.36034, -0.13323], [-1.00089, 2.99380, -1.25999], [-2.52728, 6.30632, -1.95788], [-1.10483, 6.92722, -2.84661], [-1.02594, 6.68458, -1.08385], [-2.61128, 4.18562, -3.43633], [-1.08403, 3.35203, -3.81026], [-1.34147, 5.00633, -4.38558], [4.08220, 4.66606, -4.48489], [4.03679, 5.12936, -6.21676], [3.66892, 3.45167, -5.72408], [2.33787, 6.51236, -3.90769], [0.85154, 6.60168, -4.88278], [2.42699, 6.98581, -5.62263], [1.46397, 3.54554, -6.88581], [1.83622, 5.20894, -7.42877], [0.32098, 4.86924, -6.53954]],
  "lowdin_charge": [0.83, -0.33, 1.14, -0.37, -0.36, -0.62, -0.08, -0.38, 1.11, -0.30, -0.30, -0.39, 1.11, -0.36, -0.35, 0.02, 0.01, 0.01, 0.02, 0.00, 0.01, 0.08, 0.04, 0.06, 0.05, 0.09, 0.05, 0.00, 0.01, 0.02, 0.00, 0.02, 0.02, 0.01, 0.02, 0.05, 0.02, -0.01, 0.01, 0.01, 0.01, 0.01, -0.01, -0.30, 0.02, -0.08, -0.36, -0.04, -0.23, -0.47, 0.06, 0.08, 0.09, 0.07, 0.01, 0.08, 0.05, -0.17, -0.35, 0.85, -0.37, -0.16, -0.23, -0.34, 0.83, -0.36, -0.17, -0.35, -0.17, -0.21, -0.05, -0.10, -0.12, -0.10, -0.05, 0.06, 0.06, 0.05, 0.03, 0.03, 0.02, 0.06, 0.05, 0.07, 0.06, 0.05, 0.04, 0.05, 0.06, 0.06, 0.06, 0.03, 0.06, 0.05, 0.06, 0.05, 0.10, 0.09, 0.09, 0.09, 0.09, 0.07, -0.06, 0.24, -0.40, -0.11, -0.09, -0.12, -0.10, -0.11, -0.39, -0.11, -0.10, -0.12, -0.10, -0.10, 0.05, 0.10, 0.09, 0.09, 0.10, 0.08, 0.09, 0.09, 0.09, 0.10, -0.09, -0.60, -0.04, -0.02, -0.17, 0.21, -0.29, -0.59, -0.18, -0.63, -0.04, -0.04, -0.05, 0.08, 0.08, -0.02, 0.09, 0.08, 0.09, 0.09, 0.07, 0.08, 0.07, 0.08, 0.09, 0.08, 0.08, 0.08, 0.09, 0.08, 0.08]
}